# C2H8OS2

A 2-piece molecular cluster, C2H8OS2 overall at a distorted geometry (wB97M-V/def2-TZVPD, OMol25).

Each line ends with the Mulliken charge.
Cartesian coordinates (Å):
1 C 0.5845 -0.8431 0.2709  -0.85
2 C 1.6583 -0.5952 1.3097  -0.24
3 O 2.7990 -1.5528 1.2270  -0.51
4 H -0.3525 -0.4858 0.6145  0.25
5 H 0.3119 -1.8852 0.0393  0.32
6 H 0.9266 -0.2335 -0.6047  0.23
7 H 2.0127 0.3467 1.0900  0.25
8 H 1.2383 -0.7701 2.3198  0.29
9 H 3.2574 -1.4293 1.9926  0.28
10 S -4.2279 2.3720 -2.2365  -0.21
11 S -2.8165 1.4008 -0.8880  -0.10
12 H -3.6566 2.1475 -3.4497  0.15
13 H -1.7352 1.5279 -1.6849  0.16

Cartesian forces (eV/Å) of the 6 atoms listed first:
C 1.00 -0.19 -1.13
C -0.20 -3.88 1.02
O -3.25 0.45 -3.61
H -0.84 0.98 0.44
H 0.88 0.22 -0.12
H -0.80 -1.02 0.19

The multiplicity is 1. Its HOMO energy is -8.9 eV. As for the LUMO energy: -0.1 eV. As for the electronic energy: -952.554363 a.u. For the maximum force, the calculation gives 4.88 eV/Å. For the energy above the lowest of the compared OMol25 structures with the same formula, charge and spin, the calculation gives 37.15 kcal per mole. The total charge is 0. Its SMILES is CCO.SS.